(1)
Molecular formula: C57H127N6O
Method: DFT, ωB97M-V with the def2-TZVPD basis set

Geometry as ORCA input:
```
! wB97M-V def2-TZVPD RIJCOSX def2/J DEFGRID3
* xyz 6 2
C 1.92723 0.00272 0.30438
C 0.45309 0.59429 0.23678
C -0.56175 -0.58562 0.03905
O 0.15494 1.45730 1.28268
H 2.13942 -0.27402 -0.72833
H 2.00603 -0.81685 1.01866
H 2.53136 0.88251 0.52599
H 0.40744 1.18312 -0.67935
H -0.45738 -1.21582 0.92226
H -0.35562 -1.23838 -0.80919
H -1.61542 -0.30721 0.01988
C 0.50465 3.88135 -3.75987
C 0.16204 2.85227 -4.82125
C -0.62570 1.64655 -4.35643
C -2.12698 1.86886 -4.19080
N -3.01077 0.60730 -3.88722
C -3.06688 -0.38666 -5.08554
C -4.37170 -1.12031 -5.01067
C -5.30168 -0.04472 -4.51615
C -4.49788 1.01539 -3.89361
C -2.49128 -0.06951 -2.62374
H -0.32246 4.55106 -3.52436
H 1.37282 4.44309 -4.10460
H 0.82233 3.35066 -2.86235
H 1.08449 2.43922 -5.22939
H -0.17650 3.36929 -5.71913
H -0.25966 1.28322 -3.39617
H -0.47730 0.84018 -5.07465
H -2.53480 2.38942 -5.05729
H -2.38644 2.45257 -3.30758
H -2.09109 -0.84322 -5.25133
H -3.17631 0.19552 -6.00052
H -4.38608 -1.97399 -4.33308
H -4.66027 -1.48224 -5.99750
H -6.04103 -0.39613 -3.79644
H -6.01863 0.30310 -5.25986
H -4.73866 1.21170 -2.84882
H -4.43964 1.96071 -4.43313
H -1.54028 -0.59956 -2.67615
H -3.25958 -0.80108 -2.37349
H -2.38142 0.77892 -1.94831
C 1.42004 7.87042 -0.38314
C 0.88942 6.51397 -0.73548
C -0.31117 6.15371 0.20435
C -0.93461 4.73285 -0.09445
N -2.12426 4.42865 0.85270
C -3.26105 5.49494 0.71902
C -4.66572 4.74851 0.78187
C -4.36973 3.28087 0.87616
C -2.95826 3.21163 0.30834
C -1.86803 4.32856 2.36817
H 0.68995 8.65542 -0.58025
H 2.34609 8.03880 -0.93285
H 1.61886 7.86451 0.68856
H 1.62074 5.70889 -0.80699
H 0.50807 6.73513 -1.73236
H -1.05661 6.94640 0.26818
H 0.00696 6.05582 1.24229
H -0.26624 3.88049 0.02746
H -1.40236 4.75897 -1.07864
H -3.11518 6.35808 1.36848
H -3.17017 5.88501 -0.29472
H -5.35134 5.16953 1.51724
H -5.17051 4.84686 -0.17918
H -4.34438 2.94753 1.91363
H -5.16504 2.75829 0.34466
H -2.40603 2.29917 0.53323
H -2.99369 3.26978 -0.77953
H -1.09107 3.59516 2.58396
H -2.80919 4.01933 2.82281
H -1.51933 5.32055 2.65536
C 3.60966 -3.10226 3.98949
C 2.82537 -1.75101 4.14803
C 1.34387 -1.77181 4.28484
C 0.68659 -0.37200 4.39941
N -0.88293 -0.37742 4.74131
C -1.44049 1.05030 4.70403
C -2.87058 1.08615 4.14243
C -3.02714 -0.36782 3.61246
C -1.63610 -0.98082 3.56006
C -1.21033 -1.17676 6.05855
H 3.25215 -3.93678 4.59270
H 4.68404 -3.05384 4.16681
H 3.40703 -3.56849 3.02530
H 3.19680 -1.03246 3.41739
H 3.13089 -1.30595 5.09496
H 1.07651 -2.25358 5.22533
H 0.93884 -2.46408 3.54673
H 0.86522 0.26943 3.53642
H 1.17969 0.05760 5.27142
H -1.32951 1.56956 5.65595
H -0.77890 1.68436 4.11380
H -3.58532 1.28636 4.94065
H -2.93624 1.83714 3.35516
H -3.70812 -0.93890 4.24352
H -3.50118 -0.38450 2.63108
H -1.46038 -2.05655 3.55494
H -1.19820 -0.52546 2.67181
H -0.80150 -0.59405 6.88403
H -0.85103 -2.20406 5.99822
H -2.27393 -1.06181 6.26750
C 5.38375 -0.94576 1.13305
C 5.56632 -0.16169 2.45605
C 5.16777 1.34682 2.37348
C 3.92708 1.82679 3.23906
N 3.79606 3.34159 3.42879
C 2.42392 3.66352 4.12409
C 1.68707 4.63687 3.21184
C 2.79230 5.23730 2.40339
C 3.78539 4.12240 2.13005
C 4.93757 3.98690 4.22226
H 4.31270 -1.12042 1.03083
H 5.87625 -1.91793 1.11231
H 5.82922 -0.42048 0.28822
H 6.65374 -0.12431 2.52108
H 5.20215 -0.59665 3.38679
H 5.12875 1.74279 1.35869
H 6.06667 1.90814 2.62842
H 3.91798 1.51067 4.28217
H 2.97127 1.59662 2.76837
H 2.65955 4.21850 5.03215
H 1.87509 2.76459 4.40482
H 1.18846 5.34913 3.86924
H 1.08039 4.11428 2.47229
H 3.11619 6.07031 3.02732
H 2.55223 5.55228 1.38788
H 4.77739 4.44477 1.81364
H 3.21593 3.55264 1.39576
H 5.92914 3.89983 3.77806
H 5.03593 3.53926 5.21121
H 4.68102 5.02383 4.43920
C 1.09954 -5.10723 1.75086
C 0.74758 -5.07320 0.31139
C -0.76342 -5.31682 0.19508
C -1.54738 -4.15744 0.85482
N -3.10373 -4.21500 0.78922
C -3.69775 -3.15519 1.74553
C -5.11836 -3.65590 2.17496
C -4.90955 -5.17279 2.19874
C -3.58251 -5.51222 1.59268
C -3.81464 -4.21109 -0.59323
H 0.57365 -5.94835 2.20259
H 0.82580 -4.17176 2.23880
H 2.12220 -5.40128 1.98709
H 1.27324 -5.87040 -0.21421
H 0.97802 -4.20940 -0.31218
H -1.02190 -6.32157 0.52937
H -1.02286 -5.22379 -0.85950
H -1.32008 -3.22231 0.34299
H -1.32405 -4.04443 1.91569
H -3.66998 -2.14872 1.32797
H -3.04108 -3.15735 2.61552
H -5.95085 -3.52811 1.48305
H -5.35196 -3.32618 3.18729
H -5.73854 -5.70965 1.73761
H -4.98430 -5.52877 3.22625
H -3.51032 -6.40240 0.96780
H -2.90239 -5.60476 2.43942
H -3.68708 -5.18883 -1.05783
H -3.33578 -3.44832 -1.20722
H -4.87828 -3.99508 -0.49266
C 2.99708 -0.26959 -5.39002
C 2.30033 -0.44327 -4.00015
C 2.39709 -1.89984 -3.46153
C 1.46831 -2.86741 -4.25461
N 1.93323 -4.34319 -4.30479
C 0.99763 -5.16627 -5.28577
C 1.77393 -5.50033 -6.55258
C 3.21811 -5.61352 -6.11952
C 3.36936 -4.57406 -4.91681
C 1.84785 -4.91491 -2.90575
H 2.21841 -0.13591 -6.14095
H 3.77544 -0.95544 -5.72449
H 3.47207 0.70808 -5.30850
H 1.23276 -0.25057 -4.10631
H 2.67416 0.26651 -3.26221
H 2.02344 -1.95285 -2.43894
H 3.40894 -2.29245 -3.36096
H 1.29290 -2.49059 -5.26225
H 0.44240 -2.85041 -3.88675
H 0.67480 -6.09216 -4.80975
H 0.11125 -4.54257 -5.40174
H 1.48224 -6.43693 -7.02776
H 1.59682 -4.69236 -7.26245
H 3.43181 -6.58441 -5.67253
H 3.87315 -5.48716 -6.98152
H 4.15490 -4.90761 -4.23876
H 3.68599 -3.56217 -5.16967
H 2.56026 -4.31064 -2.34411
H 2.22915 -5.93053 -3.01166
H 0.83181 -4.88419 -2.51228
*
```

- HOMO-LUMO gap (spin up / spin down) (Ha) = 0.3743 / 0.2582
- E_HOMO (spin up / spin down) (eV) = -22.26 / -22.26
- ΔE to the lowest compared entry with this formula, charge and spin (eV) = 2.252


(2)
Molecular formula: C57H130N6NiO22
Method: DFT, ωB97M-V with the def2-TZVPD basis set

Geometry as ORCA input:
```
! wB97M-V def2-TZVPD RIJCOSX def2/J DEFGRID3
* xyz 0 3
Ni -4.03997 0.39190 1.48433
C -1.23741 -1.65735 -2.27722
C -1.02420 -1.56502 -0.67038
C 0.41794 -2.03905 -0.32709
C 1.52788 -1.03455 -0.52715
C 1.19457 0.23763 0.26944
C -0.19403 0.88572 0.03399
N -1.27342 -0.19160 0.02785
O -2.56145 0.24627 -0.08951
C -0.09400 1.56908 -1.30457
C -0.40739 1.87708 1.22100
C -1.93514 -2.69264 -0.05612
H -1.00871 -2.65611 -2.64903
H -0.74321 -0.98087 -2.97452
H -2.25527 -1.31065 -2.45579
H 0.58146 -2.90798 -0.96453
H 0.51344 -2.16060 0.75189
H 1.70359 -0.83245 -1.58374
H 2.52999 -1.27655 -0.17316
H 1.97730 0.94990 0.00848
H 1.36593 -0.00012 1.31929
H -1.13423 1.85028 -1.46873
H 0.16086 0.88062 -2.11027
H 0.45450 2.50933 -1.36104
H -1.08424 2.66845 0.89896
H 0.49196 2.34209 1.62477
H -0.97824 1.39031 2.01176
H -2.26592 -2.49659 0.96381
H -1.48887 -3.68119 -0.16424
H -2.88258 -2.63869 -0.59235
C -4.84476 4.43771 3.43227
C -3.82125 3.30179 3.25228
C -3.08240 2.97265 4.58879
O -4.15731 2.18673 2.47541
H -5.38826 4.67752 2.51838
H -4.18575 5.29961 3.53689
H -5.44906 4.39986 4.33864
H -3.07509 3.81274 2.64380
H -2.57911 3.84947 4.99621
H -2.30848 2.23654 4.37136
H -3.69233 2.64530 5.43077
C -3.66363 1.08886 -3.65840
O -3.64234 0.79711 -5.03109
C -3.23915 -0.55000 -5.28024
C -2.89967 -0.86683 -6.73958
O -3.99723 -0.78201 -7.57473
C -3.63247 -0.26455 -8.84020
C -4.99549 -0.00581 -9.57626
O -4.82642 0.93899 -10.65237
C -4.48613 2.27898 -10.32033
H -2.65763 1.25004 -3.27101
H -4.13957 0.27417 -3.11263
H -4.34337 1.93774 -3.58453
H -4.03461 -1.23420 -4.98492
H -2.37847 -0.80443 -4.66168
H -2.28067 -1.76342 -6.77192
H -2.18359 -0.08802 -7.00189
H -3.14617 -1.10656 -9.33276
H -2.91119 0.55215 -8.86918
H -5.74819 0.30176 -8.85036
H -5.51459 -0.89041 -9.94520
H -3.48533 2.47758 -9.93688
H -5.26358 2.78301 -9.74620
H -4.35628 2.78989 -11.27438
C 3.24161 -2.11011 3.09113
O 3.73663 -3.30772 3.60825
C 4.90084 -2.97856 4.38426
C 5.52096 -4.21962 4.96736
O 6.23392 -4.91187 3.95600
C 6.12601 -6.37585 4.08966
C 6.88150 -7.06345 2.93750
O 8.33224 -7.10387 2.97043
C 9.03672 -7.98701 2.17350
H 3.96692 -1.44475 2.62280
H 2.87180 -1.39948 3.83028
H 2.44729 -2.40095 2.40371
H 4.61157 -2.46276 5.29989
H 5.68851 -2.48681 3.81343
H 4.80234 -4.81769 5.52771
H 6.19422 -4.00091 5.79622
H 5.07625 -6.66410 4.14467
H 6.36411 -6.71370 5.09826
H 6.55860 -6.49487 2.06540
H 6.55596 -8.07414 2.69127
H 10.06079 -7.66632 1.98230
H 8.37463 -8.09823 1.31481
H 9.02676 -9.00225 2.57011
C -6.06931 7.66129 -1.45100
O -5.55240 8.92447 -1.09944
C -4.20909 9.05698 -1.39557
C -3.38265 8.73456 -0.17274
O -3.39703 7.29122 0.08466
C -2.56869 6.75000 1.10078
C -1.60530 5.55089 0.73684
O -0.60409 5.91917 -0.16532
C -1.00317 5.96616 -1.40786
H -5.34700 6.89138 -1.17969
H -6.09312 7.65213 -2.54070
H -7.08151 7.41060 -1.13366
H -4.16547 10.12128 -1.62682
H -3.90286 8.68023 -2.37147
H -3.60589 9.31602 0.72178
H -2.41027 8.96181 -0.60969
H -3.27321 6.40527 1.85770
H -2.13798 7.56187 1.68684
H -2.30414 4.75934 0.46637
H -1.04644 5.07349 1.54174
H -1.89694 6.52408 -1.68715
H -1.27517 4.93405 -1.62894
H -0.07668 6.28988 -1.88211
C 2.29952 4.38878 0.94439
O 3.72703 4.20286 1.32166
C 3.81929 4.42345 2.68392
C 3.95584 5.88611 3.14745
O 4.41431 5.81069 4.52620
C 4.53685 7.03984 5.03929
C 3.21573 7.68751 5.43989
O 2.53876 8.21969 4.21893
C 1.13178 8.37042 4.46219
H 1.64461 3.78536 1.57295
H 2.22161 4.10286 -0.10455
H 2.09643 5.45839 0.89176
H 4.59921 3.76083 3.05910
H 2.95150 4.08068 3.24744
H 3.06003 6.45808 2.90563
H 4.71171 6.42023 2.57170
H 5.30039 7.63160 4.53440
H 4.81585 6.88505 6.08154
H 3.49946 8.44364 6.17192
H 2.68801 6.89805 5.97504
H 0.66138 7.38767 4.49417
H 0.63211 8.89389 3.64707
H 0.85334 8.63645 5.48190
C 2.24536 -5.75312 1.91812
O 2.57431 -5.57673 0.54643
C 3.79362 -4.89799 0.29762
C 3.57597 -4.46094 -1.24709
O 3.56170 -5.51730 -2.24548
C 3.61561 -4.98833 -3.54125
C 3.75563 -6.11080 -4.63089
O 3.92435 -5.60433 -5.88030
C 5.18343 -5.95476 -6.40610
H 1.50645 -6.53604 2.08879
H 1.93351 -4.84086 2.42668
H 3.14633 -5.87500 2.51937
H 4.56144 -5.66989 0.34985
H 4.01557 -4.12683 1.03527
H 4.52421 -3.95675 -1.43344
H 2.88078 -3.63048 -1.37014
H 4.26004 -4.11407 -3.63333
H 2.61339 -4.67242 -3.83083
H 2.79676 -6.62908 -4.63854
H 4.39462 -6.91365 -4.26317
H 5.42288 -7.01632 -6.46810
H 5.92002 -5.29805 -5.94321
H 5.15526 -5.58107 -7.42966
C -6.19785 1.49953 -0.55750
O -5.31557 1.02125 0.07693
N -6.13640 2.78002 -0.93801
C -5.03256 3.72050 -0.79629
C -7.14883 3.42929 -1.83799
H -7.09197 1.06263 -1.02852
H -5.42751 4.67897 -0.45947
H -4.51884 3.85155 -1.74867
H -4.38088 3.37973 0.00825
H -6.64428 3.87348 -2.69602
H -7.91384 2.84636 -2.35089
H -7.61962 4.18733 -1.21202
C -4.23023 -4.47801 4.57644
O -4.58007 -3.44562 4.09464
N -3.56487 -5.35074 3.96034
C -3.28011 -6.70338 4.49841
C -3.31447 -5.36439 2.51370
H -4.40097 -4.87040 5.59088
H -3.84464 -7.49990 4.01368
H -3.64578 -6.69788 5.52522
H -2.23015 -6.98478 4.57905
H -4.01729 -5.83014 1.82288
H -3.08290 -4.38557 2.09370
H -2.38475 -5.92564 2.42033
C 0.52848 -7.82617 -1.66879
O 0.53362 -8.97626 -1.91721
N -0.14571 -6.93511 -2.31849
C -1.09258 -7.28469 -3.41716
C 0.04336 -5.55569 -2.01041
H 1.09832 -7.34300 -0.86005
H -0.90256 -8.26100 -3.86304
H -0.78127 -6.68495 -4.27244
H -2.09443 -7.10355 -3.02781
H 1.04258 -5.39826 -1.60437
H -0.16894 -4.95684 -2.89607
H -0.82190 -5.39048 -1.36843
C -2.93515 -0.82249 4.06458
O -3.16791 -0.89991 2.87198
N -1.72424 -0.81379 4.70509
C -0.52605 -1.42332 3.96341
C -1.64480 -0.56021 6.09101
H -3.68586 -0.70635 4.86154
H 0.30528 -0.75190 3.74853
H -0.78701 -1.64614 2.92882
H -0.12119 -2.37559 4.30603
H -1.38019 0.46958 6.33104
H -2.61358 -0.82568 6.51423
H -0.77659 -0.96250 6.61301
C 4.16117 0.57628 -2.18328
O 4.14188 -0.10948 -3.23934
N 5.17598 1.33088 -1.80128
C 5.01304 2.22224 -0.64881
C 6.41965 1.42229 -2.47998
H 3.33283 0.80524 -1.49506
H 5.77185 3.00446 -0.62833
H 5.08016 1.63118 0.26456
H 4.01517 2.65898 -0.60849
H 6.65838 2.19733 -3.20828
H 7.31532 1.49716 -1.86332
H 6.49785 0.59447 -3.18474
*
```

- HOMO-LUMO gap (spin up / spin down) (Ha) = 0.2423 / 0.2312
- E_HOMO (spin up / spin down) (eV) = -6.37 / -6.07